1.
Density functional theory data (ωB97M-V/def2-TZVPD) for a cluster of 7 separate species, C14H42O11 in total at a distorted geometry.

Geometry as XYZ:
```
67
Properties=species:S:1:pos:R:3:forces:R:3:lowdin_charge:R:1
O -0.754385 2.037564 -0.107181 -0.4 1.3 -0.3 -0.062
C -0.354919 0.900522 0.577210 -0.7 0.0 0.2 -0.271
C -0.047481 -0.196832 -0.385739 0.1 -1.4 0.7 -0.253
O -1.079908 -0.280543 -1.336742 0.1 -0.1 -0.9 -0.091
H -1.645289 1.855958 -0.442595 0.2 0.1 -0.1 0.059
H 0.479473 1.165352 1.212036 0.4 -0.1 0.1 0.113
H -1.181168 0.567881 1.216333 0.0 -0.1 0.2 0.124
H -0.093268 -1.123958 0.210258 0.6 -0.1 -0.1 0.109
H 0.932433 -0.106556 -0.853665 0.0 0.1 -0.1 0.123
H -0.667997 -0.656496 -2.140159 -0.2 0.2 0.5 0.039
O -5.013463 -1.544512 -1.427455 -0.8 -0.8 0.2 -0.052
C -4.362582 -0.558911 -0.696071 0.7 0.9 1.2 -0.272
C -4.764893 0.831522 -1.161552 0.4 -1.0 -2.5 -0.271
O -3.943802 1.805212 -0.621853 0.4 0.9 1.5 -0.050
H -4.809428 -1.510760 -2.363709 0.3 0.2 0.0 0.089
H -4.626946 -0.623765 0.369467 -0.4 -0.4 -0.3 0.129
H -3.272388 -0.692612 -0.687424 -0.1 0.3 -0.4 0.100
H -5.849625 0.951092 -1.105734 0.0 0.3 0.6 0.127
H -4.522565 0.872329 -2.241682 -0.5 -0.4 -0.1 0.120
H -4.351479 2.672703 -0.682897 0.0 0.0 0.0 0.101
O 4.230625 -0.011681 2.821588 -1.3 0.9 1.8 -0.082
C 4.138415 -1.312170 2.358366 1.6 -0.4 -1.8 -0.291
C 2.989137 -1.568746 1.388336 -1.1 -0.6 0.6 -0.235
O 2.968843 -2.959505 0.996251 0.0 0.7 0.0 -0.078
H 3.563948 0.074307 3.561631 0.8 0.0 -1.2 0.062
H 5.023037 -1.406127 1.707262 0.0 -0.3 0.2 0.122
H 4.329758 -2.066899 3.123754 -0.8 -0.2 0.2 0.122
H 3.082009 -0.947675 0.496409 0.3 -0.2 0.0 0.115
H 1.999943 -1.303647 1.802513 0.3 0.0 0.2 0.107
H 2.444396 -3.424228 1.655289 0.1 0.0 -0.1 0.080
O -1.564880 -3.027749 -4.995626 0.2 0.1 -0.4 -0.055
C -1.045326 -1.878802 -5.642750 -0.1 0.7 0.2 -0.253
C -0.788517 -0.745102 -4.650076 2.3 -0.3 0.0 -0.165
O 0.236417 -1.155846 -3.653843 -1.3 0.0 -0.5 -0.109
H -0.808924 -3.550576 -4.704225 -0.2 0.0 0.2 0.088
H -0.118361 -2.081151 -6.199522 -0.1 -0.2 0.2 0.121
H -1.750545 -1.507651 -6.399450 -0.1 -0.3 0.3 0.122
H -1.672638 -0.415250 -4.117693 0.0 -0.1 0.2 0.115
H -0.286828 0.098121 -5.147781 -0.8 0.0 -0.2 0.123
H 1.054707 -1.309429 -4.134345 0.1 0.1 0.1 0.093
C -1.323588 -3.816981 -1.196909 -1.3 0.1 0.7 -0.077
C -2.645510 -4.614432 -1.221739 0.4 0.5 1.0 -0.282
O -2.748569 -5.498310 -0.077389 0.3 -0.3 -0.9 -0.096
H -1.290783 -3.317033 -0.219813 0.3 -0.2 -0.1 0.066
H -1.365288 -2.992381 -1.910997 0.3 -0.3 -0.3 0.052
H -0.483923 -4.494628 -1.313060 0.2 0.2 -0.1 0.075
H -2.676557 -5.215071 -2.129075 -0.3 -0.2 0.2 0.107
H -3.495739 -3.924377 -1.151910 0.1 -0.1 -0.5 0.098
H -2.971052 -4.987510 0.701187 0.0 0.3 0.0 0.069
C 2.241135 2.810715 3.944339 -0.8 -0.3 0.2 -0.094
C 2.102674 1.747007 5.041551 0.5 -1.2 -2.0 -0.193
O 1.948589 0.349711 4.406757 0.0 2.1 1.1 -0.135
H 1.257968 2.945923 3.493952 0.0 0.3 0.0 0.070
H 2.893958 2.555979 3.116087 0.4 -0.3 0.2 0.064
H 2.565258 3.763392 4.378237 -0.1 -0.2 0.0 0.081
H 1.182751 1.941963 5.584111 0.3 0.0 0.5 0.106
H 3.026343 1.723494 5.624157 -0.5 -0.2 0.4 0.108
H 1.118204 0.014154 4.756865 0.1 -0.2 -0.1 0.074
C 2.827593 4.515399 0.514716 1.6 1.2 0.0 -0.078
C 2.679682 5.449382 1.734100 -1.9 0.1 -1.3 -0.281
O 1.317134 5.459181 2.237649 0.5 -0.1 0.7 -0.113
H 3.505732 5.056359 -0.169314 0.1 -0.4 0.1 0.072
H 1.957417 4.362992 -0.112327 -0.5 -0.3 0.4 0.070
H 3.353457 3.612559 0.815544 -0.4 -0.4 -0.3 0.062
H 2.841029 6.490814 1.425331 0.4 -0.2 0.2 0.102
H 3.387901 5.152052 2.503738 -0.2 0.1 0.2 0.093
H 0.698657 5.044242 1.627293 0.4 -0.1 -0.1 0.069
```
Positions in Å, forces in eV/Å.

Calculated values
**Energy relative to the best compared isomer or geometry (same formula, charge and spin)**: 29.5 kcal per mole
**Molecular weight**: 386.5 g mol⁻¹
**Highest occupied orbital energy**: -9.614 eV
**Lowest unoccupied orbital energy**: 0.3428 eV
**2S+1**: 1
**Frontier orbital gap**: 10.0 eV
**Charge**: 0

---

2.
Density functional theory data (ωB97M-V/def2-TZVPD) for a cluster of 7 separate species, C14H42O13 in total at a distorted geometry.

Geometry as XYZ:
```
69
Properties=species:S:1:pos:R:3:forces:R:3:lowdin_charge:R:1
O -3.448483 2.895360 -4.350424 0.2 0.3 -0.2 -0.069
C -2.737765 2.032159 -5.237896 -0.5 -0.5 0.4 -0.245
C -1.399565 1.579986 -4.676671 -1.4 0.2 1.6 -0.257
O -0.486972 2.646762 -4.520310 0.8 -0.2 -1.2 -0.059
H -4.095627 2.383280 -3.862506 0.1 -0.1 0.1 0.080
H -3.341344 1.138647 -5.431621 0.0 -0.1 0.0 0.114
H -2.638404 2.544847 -6.194455 0.3 0.1 0.1 0.120
H -1.171696 0.668564 -5.232787 1.4 0.6 -0.4 0.119
H -1.507600 1.223393 -3.641063 -0.7 -0.4 -0.2 0.111
H -0.913228 3.288651 -3.942875 -0.1 -0.1 0.0 0.086
O 1.936070 2.960529 3.798803 0.2 -0.2 0.1 -0.076
C 1.771519 3.574749 2.517710 0.7 0.2 0.6 -0.236
C 2.457924 4.939579 2.463176 -0.4 0.3 0.3 -0.234
O 1.717343 5.988061 3.090408 -0.2 -0.2 0.1 -0.072
H 1.503372 3.463602 4.493949 -0.1 0.1 -0.2 0.073
H 2.337406 2.933657 1.843007 -0.3 -0.2 -0.2 0.112
H 0.703641 3.590103 2.298700 0.1 0.3 -0.5 0.120
H 2.609816 5.293064 1.442923 -0.1 -0.2 -0.1 0.120
H 3.432218 4.862823 2.958224 0.0 -0.2 -0.2 0.121
H 1.570000 5.748455 4.011547 0.1 0.1 0.0 0.072
O -5.128408 -1.309381 2.785138 0.1 0.2 0.0 -0.069
C -5.111622 0.121915 2.686634 -0.9 0.0 -0.2 -0.234
C -3.872293 0.586547 1.958337 -0.1 -0.3 0.2 -0.241
O -3.935335 0.211608 0.584787 0.2 -0.1 0.1 -0.063
H -4.898738 -1.521213 3.693293 0.0 -0.2 0.0 0.080
H -5.973136 0.442441 2.093047 0.0 -0.3 -0.1 0.121
H -5.295955 0.547997 3.674947 0.5 0.2 0.0 0.122
H -3.025333 0.110140 2.462885 0.3 0.3 -0.2 0.105
H -3.774326 1.670993 1.954667 0.0 0.0 0.3 0.127
H -3.683719 -0.715912 0.513255 -0.1 0.0 0.0 0.085
O 6.287006 -2.114743 1.212216 -1.1 0.1 0.1 -0.082
C 5.382043 -2.307721 0.105926 1.6 0.6 -0.4 -0.234
C 4.321884 -1.217593 0.014320 -1.2 -1.1 0.5 -0.204
O 3.194826 -1.591142 0.846517 0.1 0.2 0.1 -0.096
H 5.692783 -1.995219 1.970003 0.5 -0.1 0.0 0.083
H 6.029728 -2.235035 -0.779044 -0.1 0.0 0.1 0.117
H 5.023756 -3.339802 0.136655 -0.6 0.3 -0.1 0.120
H 3.944601 -1.108377 -1.005984 0.3 0.1 0.0 0.111
H 4.656870 -0.257451 0.410855 0.4 -0.1 -0.3 0.122
H 2.449060 -1.809189 0.283441 0.0 0.0 -0.1 0.044
O -0.613878 -2.632467 0.497351 -0.1 -0.1 -0.5 -0.063
C -0.347162 -2.212359 1.811355 0.0 1.1 1.3 -0.234
C -1.542003 -2.439522 2.714054 -0.6 -0.8 -0.3 -0.238
O -1.603221 -3.840964 3.018707 0.0 0.2 0.0 -0.060
H -1.225052 -3.379396 0.517786 0.2 -0.1 0.1 0.106
H 0.561525 -2.642334 2.246929 -0.1 -0.3 -0.2 0.129
H -0.172733 -1.129545 1.806908 0.0 -0.1 -0.3 0.113
H -2.429704 -2.177838 2.118730 0.0 0.1 0.1 0.099
H -1.611318 -1.865736 3.641966 0.6 0.2 -0.1 0.124
H -2.355550 -3.981434 3.601557 0.0 -0.1 -0.1 0.084
O 0.641278 -1.655616 -2.067562 0.4 -0.5 0.0 -0.090
C 1.025179 -3.053296 -2.110749 -0.6 1.3 1.1 -0.242
C 2.113340 -3.312897 -3.088405 1.1 -0.7 -1.4 -0.238
O 2.480820 -4.707836 -3.063279 -0.3 0.4 0.0 -0.070
H 0.071342 -1.636251 -1.284282 0.0 0.3 -0.1 0.031
H 1.409761 -3.299228 -1.116088 0.0 -0.4 -0.1 0.107
H 0.088549 -3.596224 -2.249267 0.3 -0.6 -0.4 0.124
H 3.043851 -2.776064 -2.888561 -0.2 0.2 0.6 0.115
H 1.926559 -3.036435 -4.131821 -0.6 0.1 0.2 0.125
H 1.912870 -5.149287 -3.701555 0.1 -0.1 0.1 0.081
C 0.582317 1.557385 -0.593355 -0.8 -1.1 0.2 -0.043
C -0.828715 1.085616 -0.186747 -0.1 -0.1 0.5 -0.327
O -1.711350 2.109477 -0.572970 -0.1 1.0 -0.4 -0.083
H 1.301801 0.764426 -0.381277 0.1 0.0 -0.1 0.063
H 0.905372 2.452388 -0.069753 -0.3 0.1 0.0 0.053
H 0.527055 1.720699 -1.668434 0.3 0.2 0.0 0.074
H -0.957299 0.874289 0.886235 0.4 0.3 0.1 0.091
H -1.129424 0.130086 -0.637917 0.4 0.1 -0.4 0.095
H -2.646530 1.905232 -0.479291 0.1 -0.6 0.2 0.063
```
Positions in Å, forces in eV/Å.

Calculated values
**Energy relative to the best compared isomer or geometry (same formula, charge and spin)**: 35.9 kcal per mole
**Molecular weight**: 418.5 g mol⁻¹
**Highest occupied orbital energy**: -9.795 eV
**Lowest unoccupied orbital energy**: 0.0302 eV
**2S+1**: 1
**Frontier orbital gap**: 9.8 eV
**Charge**: 0

---

Q: Among the records above, which one has the highest highest occupied orbital energy?
A: C14H42O11

---

Q: Among the records above, which one has the highest energy relative to the best compared isomer or geometry (same formula, charge and spin)?
A: C14H42O13

---

Q: What is the formula in the first record?
A: C14H42O11